Entry from the Open Molecules 2025 dataset: a 15-piece molecular cluster, C60H165N15O15 overall (wB97M-V/def2-TZVPD).

Bonds (Å) are listed after each position.
Element x y z (Å)
1 O 6.1929 3.8437 -6.6042  C35 1.424, C58 1.413
2 O 2.5878 -2.5423 -5.5112  C49 1.423, C77 1.400
3 O -4.8708 -2.3481 -4.2665  C50 1.442, C54 1.419
4 O 2.6597 -5.0436 3.8952  C37 1.434, C62 1.433
5 O 3.9308 7.0601 4.6022  C47 1.349, C79 1.453
6 O -8.8795 1.2190 -0.7429  C36 1.452, C59 1.368
7 O 6.2758 -2.2671 1.2433  C71 1.388, C88 1.404
8 O 3.1994 1.6046 8.2434  C70 1.422, C80 1.480
9 O 2.6460 -8.5497 -0.8398  C41 1.416, C65 1.392
10 O 0.3561 10.0450 -0.1422  C52 1.405, C76 1.450
11 O -2.9841 2.2886 5.1784  C34 1.453, C68 1.379
12 O 1.1039 1.8566 0.0294  C60 1.478, C63 1.411
13 O -4.2579 5.1159 -3.7136  C38 1.425, C81 1.450
14 O -9.0776 -3.5491 1.6353  C39 1.480, C73 1.425
15 O -2.6933 -7.4110 1.0771  C45 1.396, C46 1.449
16 N 0.4576 -4.6502 -5.9871  C40 1.413, H140 1.010, H254 1.010
17 N -11.5471 0.2794 -0.3840  C90 1.533, H133 1.010, H138 1.010
18 N -5.0201 4.1970 4.2587  C32 1.429, H146 1.010, H179 1.010
19 N 2.9842 -11.9914 -2.3411  C55 1.455, H122 1.010, H139 1.010
20 N 9.9863 -1.7618 1.6650  C66 1.466, H101 1.010, H215 1.010
21 N 4.9572 7.2586 -7.1233  C57 1.422, H91 1.010, H145 1.010
22 N -2.9680 5.0661 -6.2464  C85 1.469, H123 1.010, H175 1.010
23 N 4.7207 -5.6632 5.9212  C78 1.420, H99 1.010, H181 1.010
24 N 2.9285 10.2844 1.7277  C72 1.457, H104 1.010, H173 1.010
25 N -3.1205 0.1379 -5.4092  C89 1.476, H156 1.010, H235 1.010
26 N -4.0970 -9.4129 3.7887  C69 1.470, H231 1.010, H239 1.010
27 N -5.3573 -3.4636 2.5268  C61 1.467, H147 1.010, H210 1.010
28 N 1.8087 -0.8799 5.8154  C56 1.491, H136 1.010, H176 1.010
29 N 6.3235 9.3450 4.5177  C67 1.438, H178 1.010, H213 1.010
30 N -0.2023 -1.4576 -1.1807  C86 1.417, H220 1.010, H221 1.010
31 C 8.4762 -1.6591 3.5360  C66 1.591, H93 1.090, H94 1.090, H97 1.090
32 C -4.0604 3.6701 3.3404  N18 1.429, C34 1.521, C44 1.592, H98 1.090
33 C 5.4784 8.5612 6.7004  C67 1.515, H129 1.090, H204 1.090, H214 1.090
34 C -2.8168 3.2710 4.1207  O11 1.453, C32 1.521, H106 1.090, H223 1.090
35 C 6.7465 3.0874 -5.5328  O1 1.424, H119 1.090, H125 1.090, H209 1.090
36 C -9.9720 2.0901 -0.3496  O6 1.452, C90 1.504, H126 1.090, H206 1.090
37 C 3.3381 -6.3059 3.8562  O4 1.434, C78 1.546, H109 1.090, H134 1.090
38 C -5.4803 5.8469 -3.6616  O13 1.425, H185 1.090, H217 1.090, H230 1.090
39 C -9.4867 -4.9608 1.8097  O14 1.480, H105 1.090, H188 1.090, H194 1.090
40 C 1.4783 -4.2130 -6.8612  N16 1.413, C49 1.586, C51 1.475, H236 1.090
41 C 1.7823 -7.8189 -1.6920  O9 1.416, H120 1.090, H197 1.090, H225 1.090
42 C -1.6081 -9.0813 3.5133  C69 1.627, H115 1.090, H227 1.090, H237 1.090
43 C 4.3559 10.2327 -0.1834  C72 1.577, H124 1.090, H170 1.090, H244 1.090
44 C -4.0857 4.8270 2.2470  C32 1.592, H137 1.090, H186 1.090, H222 1.090
45 C -3.0359 -7.2849 -0.2702  O15 1.396, H192 1.090, H226 1.090, H251 1.090
46 C -3.5085 -8.3752 1.7883  O15 1.449, C69 1.557, H208 1.090, H218 1.090
47 C 3.3797 5.9173 4.1435  O5 1.349, H180 1.090, H184 1.090, H195 1.090
48 C 1.8527 -11.6524 -0.2930  C55 1.529, H110 1.090, H163 1.090, H171 1.090
49 C 1.7723 -2.6663 -6.6702  O2 1.423, C40 1.586, H118 1.090, H241 1.090
50 C -4.2653 -2.1542 -5.5611  O3 1.442, C89 1.607, H229 1.090, H253 1.090
51 C 1.3396 -4.6035 -8.2764  C40 1.475, H142 1.090, H161 1.090, H200 1.090
52 C -0.3020 9.0859 0.6464  O10 1.405, H157 1.090, H182 1.090, H238 1.090
53 C -1.6711 0.3135 -0.5967  C86 1.547, H108 1.090, H111 1.090, H187 1.090
54 C -6.2097 -1.8824 -4.2094  O3 1.419, H148 1.090, H249 1.090, H255 1.090
55 C 2.3662 -10.9416 -1.5461  N19 1.455, C48 1.529, C65 1.570, H95 1.090
56 C 2.8993 -0.1015 6.4686  N28 1.491, C80 1.535, C82 1.540, H252 1.090
57 C 5.2739 5.9323 -7.5277  N21 1.422, C58 1.553, C64 1.624, H166 1.090
58 C 5.9549 5.2105 -6.3336  O1 1.413, C57 1.553, H151 1.090, H169 1.090
59 C -7.5842 1.5480 -0.4527  O6 1.368, H107 1.090, H153 1.090, H196 1.090
60 C 0.9387 0.3957 -0.1245  O12 1.478, C86 1.540, H135 1.090, H248 1.090
61 C -6.7473 -3.9101 2.6739  N27 1.467, C73 1.547, C75 1.576, H211 1.090
62 C 1.4808 -4.8039 3.1169  O4 1.433, H128 1.090, H190 1.090, H191 1.090
63 C 1.4536 2.6881 -1.0554  O12 1.411, H116 1.090, H164 1.090, H228 1.090
64 C 6.2870 5.9644 -8.7967  C57 1.624, H117 1.090, H141 1.090, H152 1.090
65 C 3.2718 -9.6698 -1.3793  O9 1.392, C55 1.570, H201 1.090, H243 1.090
66 C 8.6827 -2.2841 2.0871  N20 1.466, C31 1.591, C88 1.550, H102 1.090
67 C 6.1589 8.2149 5.3917  N29 1.438, C33 1.515, C79 1.563, H149 1.090
68 C -2.9704 0.9690 4.7786  O11 1.379, H127 1.090, H130 1.090, H246 1.090
69 C -3.0952 -8.4608 3.2868  N26 1.470, C42 1.627, C46 1.557, H155 1.090
70 C 3.0994 3.0224 8.2954  O8 1.422, H112 1.090, H203 1.090, H224 1.090
71 C 5.7477 -3.0982 0.2647  O7 1.388, H144 1.090, H172 1.090, H247 1.090
72 C 2.8869 10.5497 0.2955  N24 1.457, C43 1.577, C76 1.582, H198 1.090
73 C -7.6807 -3.2702 1.6187  O14 1.425, C61 1.547, H207 1.090, H250 1.090
74 C -0.8392 5.8432 -5.4129  C85 1.572, H189 1.090, H233 1.090, H240 1.090
75 C -7.2195 -3.5920 4.1435  C61 1.576, H114 1.090, H219 1.090, H245 1.090
76 C 1.7413 9.7793 -0.4772  O10 1.450, C72 1.582, H165 1.090, H216 1.090
77 C 2.6783 -1.2011 -5.1202  O2 1.400, H174 1.090, H183 1.090, H212 1.090
78 C 4.6701 -5.8871 4.5199  N23 1.420, C37 1.546, C84 1.560, H167 1.090
79 C 5.3780 7.0343 4.7301  O5 1.453, C67 1.563, H193 1.090, H232 1.090
80 C 2.2306 0.9999 7.3025  O8 1.480, C56 1.535, H113 1.090, H177 1.090
81 C -3.0300 5.8697 -3.8795  O13 1.450, C85 1.579, H100 1.090, H159 1.090
82 C 3.9898 0.3946 5.5010  C56 1.540, H92 1.090, H132 1.090, H154 1.090
83 C -12.4071 2.6503 -0.3069  C90 1.543, H143 1.090, H158 1.090, H160 1.090
84 C 5.6628 -7.0884 4.4482  C78 1.560, H96 1.090, H103 1.090, H150 1.090
85 C -2.1890 5.1483 -5.0041  N22 1.469, C74 1.572, C81 1.579, H199 1.090
86 C -0.2298 -0.0497 -1.0240  N30 1.417, C53 1.547, C60 1.540, H202 1.090
87 C -3.9138 -0.4802 -7.6088  C89 1.578, H205 1.090, H234 1.090, H242 1.090
88 C 7.5790 -1.7568 1.1346  O7 1.404, C66 1.550, H121 1.090, H162 1.090
89 C -4.1979 -0.6297 -6.0637  N25 1.476, C50 1.607, C87 1.578, H168 1.090
90 C -11.3261 1.7121 -0.8831  N17 1.533, C36 1.504, C83 1.543, H131 1.090
91 H 5.7193 7.9193 -7.0714  N21 1.010
92 H 4.1885 -0.2837 4.6713  C82 1.090
93 H 9.2975 -1.9332 4.1981  C31 1.090
94 H 7.6210 -2.0030 4.1178  C31 1.090
95 H 1.5250 -10.4939 -2.0752  C55 1.090
96 H 5.5817 -7.8905 5.1818  C84 1.090
97 H 8.4092 -0.5780 3.4141  C31 1.090
98 H -4.3978 2.7034 2.9664  C32 1.090
99 H 4.2085 -4.8026 6.0523  N23 1.010
100 H -3.1982 6.9065 -4.1709  C81 1.090
101 H 10.7001 -2.2258 2.2084  N20 1.010
102 H 8.8764 -3.3469 2.2322  C66 1.090
103 H 6.6410 -6.6119 4.5121  C84 1.090
104 H 3.1238 9.2937 1.7084  N24 1.010
105 H -9.2880 -5.6337 0.9755  C39 1.090
106 H -2.2936 4.0409 4.6878  C34 1.090
107 H -7.3231 2.3172 0.2742  C59 1.090
108 H -2.3878 0.0007 -1.3560  C53 1.090
109 H 3.5721 -6.4649 2.8035  C37 1.090
110 H 1.2656 -12.5444 -0.5113  C48 1.090
111 H -1.9259 -0.3037 0.2649  C53 1.090
112 H 4.0139 3.2985 8.8202  C70 1.090
113 H 1.4091 0.7510 7.9743  C80 1.090
114 H -7.1367 -2.5289 4.3691  C75 1.090
115 H -1.0438 -8.5870 2.7226  C42 1.090
116 H 1.3371 3.7390 -0.7908  C63 1.090
117 H 7.2488 6.3364 -8.4437  C64 1.090
118 H 0.8365 -2.1086 -6.7072  C49 1.090
119 H 7.7074 3.4640 -5.1821  C35 1.090
120 H 2.3184 -7.7478 -2.6383  C41 1.090
121 H 7.4923 -0.6851 1.3133  C88 1.090
122 H 3.2751 -11.7502 -3.2777  N19 1.010
123 H -2.7937 6.0034 -6.5797  N22 1.010
124 H 5.0665 10.8473 0.3692  C43 1.090
125 H 6.9867 2.0875 -5.8940  C35 1.090
126 H -10.1443 2.0689 0.7265  C36 1.090
127 H -2.3213 0.7395 3.9335  C68 1.090
128 H 0.7363 -4.1579 3.5822  C62 1.090
129 H 5.0995 7.7235 7.2858  C33 1.090
130 H -3.9832 0.6088 4.5978  C68 1.090
131 H -11.4621 1.6083 -1.9596  C90 1.090
132 H 4.8939 0.5373 6.0930  C82 1.090
133 H -11.2595 -0.2928 -1.1651  N17 1.010
134 H 2.8133 -7.1445 4.3137  C37 1.090
135 H 0.7960 0.0653 0.9044  C60 1.090
136 H 1.5930 -0.3273 4.9980  N28 1.010
137 H -3.4270 4.6611 1.3945  C44 1.090
138 H -10.8080 0.1748 0.2963  N17 1.010
139 H 3.8676 -12.3308 -1.9880  N19 1.010
140 H -0.3768 -4.2341 -6.3752  N16 1.010
141 H 6.3919 4.9970 -9.2878  C64 1.090
142 H 1.1714 -5.6602 -8.4842  C51 1.090
143 H -13.2740 2.6047 -0.9662  C83 1.090
144 H 6.2333 -4.0635 0.4079  C71 1.090
145 H 4.2531 7.6357 -7.7414  N21 1.010
146 H -4.8858 5.0963 4.6984  N18 1.010
147 H -4.7537 -3.5781 3.3285  N27 1.010
148 H -6.6983 -2.5324 -3.4835  C54 1.090
149 H 7.0821 7.6910 5.6396  C67 1.090
150 H 5.5382 -7.6029 3.4954  C84 1.090
151 H 5.2327 5.3241 -5.5251  C58 1.090
152 H 5.8715 6.7048 -9.4804  C64 1.090
153 H -7.0782 1.8411 -1.3726  C59 1.090
154 H 3.8714 1.3842 5.0596  C82 1.090
155 H -3.3705 -7.5029 3.7279  C69 1.090
156 H -3.2734 1.0204 -5.8759  N25 1.010
157 H -0.2619 8.0927 0.1990  C52 1.090
158 H -12.1482 3.7087 -0.3345  C83 1.090
159 H -2.5179 5.9171 -2.9185  C81 1.090
160 H -12.7246 2.4110 0.7080  C83 1.090
161 H 2.2785 -4.3840 -8.7848  C51 1.090
162 H 8.0157 -1.7720 0.1360  C88 1.090
163 H 2.7740 -12.0191 0.1596  C48 1.090
164 H 0.6318 2.6248 -1.7686  C63 1.090
165 H 1.9672 9.7234 -1.5421  C76 1.090
166 H 4.3427 5.4081 -7.7426  C57 1.090
167 H 5.1507 -4.9962 4.1156  C78 1.090
168 H -5.0955 -0.0789 -5.7828  C89 1.090
169 H 6.9305 5.5647 -6.0006  C58 1.090
170 H 4.6219 10.4042 -1.2264  C43 1.090
171 H 1.3112 -10.9534 0.3444  C48 1.090
172 H 5.9289 -2.6439 -0.7094  C71 1.090
173 H 1.9786 10.3642 2.0615  N24 1.010
174 H 3.1557 -0.5082 -5.8130  C77 1.090
175 H -3.9776 5.0741 -6.2210  N22 1.010
176 H 2.2583 -1.6916 5.4167  N28 1.010
177 H 1.9597 1.7343 6.5441  C80 1.090
178 H 5.4404 9.7195 4.2013  N29 1.010
179 H -5.1338 3.5069 4.9874  N18 1.010
180 H 3.3349 5.0315 4.7772  C47 1.090
181 H 4.3108 -6.4353 6.4271  N23 1.010
182 H 0.1440 8.8838 1.6202  C52 1.090
183 H 1.6756 -0.8582 -4.8651  C77 1.090
184 H 2.3700 6.1239 3.7885  C47 1.090
185 H -5.4022 6.6510 -2.9299  C38 1.090
186 H -5.0581 4.9520 1.7704  C44 1.090
187 H -1.9756 1.3076 -0.2694  C53 1.090
188 H -10.5703 -5.0083 1.9182  C39 1.090
189 H -0.3575 6.1251 -4.4766  C74 1.090
190 H 1.7793 -4.4210 2.1410  C62 1.090
191 H 0.9406 -5.7148 2.8590  C62 1.090
192 H -2.3554 -6.5677 -0.7293  C45 1.090
193 H 5.8174 6.8109 3.7579  C79 1.090
194 H -9.1565 -5.4973 2.6992  C39 1.090
195 H 3.8752 5.6363 3.2142  C47 1.090
196 H -6.9728 0.7359 -0.0593  C59 1.090
197 H 1.5178 -6.7920 -1.4396  C41 1.090
198 H 2.6967 11.6206 0.2239  C72 1.090
199 H -1.9642 4.1156 -4.7375  C85 1.090
200 H 0.5892 -3.9555 -8.7293  C51 1.090
201 H 4.1597 -9.8622 -0.7771  C65 1.090
202 H 0.0271 0.4788 -1.9420  C86 1.090
203 H 2.3055 3.3828 8.9495  C70 1.090
204 H 6.1717 9.1159 7.3326  C33 1.090
205 H -3.5423 0.5087 -7.8776  C87 1.090
206 H -9.6686 3.0624 -0.7377  C36 1.090
207 H -7.2118 -3.4314 0.6480  C73 1.090
208 H -3.4452 -9.3538 1.3126  C46 1.090
209 H 6.1576 3.0099 -4.6189  C35 1.090
210 H -4.7790 -3.9891 1.8869  N27 1.010
211 H -6.6511 -4.9853 2.5231  C61 1.090
212 H 3.3047 -1.0995 -4.2341  C77 1.090
213 H 6.7887 10.0865 5.0216  N29 1.010
214 H 4.4996 9.0363 6.6334  C33 1.090
215 H 10.1334 -0.7792 1.8467  N20 1.010
216 H 1.9318 8.7370 -0.2216  C76 1.090
217 H -5.6618 6.2836 -4.6436  C38 1.090
218 H -4.4945 -7.9190 1.6995  C46 1.090
219 H -8.2248 -3.8659 4.4633  C75 1.090
220 H -0.2038 -2.0789 -0.3844  N30 1.010
221 H -1.0212 -1.7638 -1.6864  N30 1.010
222 H -3.6687 5.7242 2.7043  C44 1.090
223 H -1.9012 3.0013 3.5944  C34 1.090
224 H 2.9697 3.6705 7.4286  C70 1.090
225 H 0.8511 -8.3352 -1.9256  C41 1.090
226 H -4.0624 -6.9680 -0.4543  C45 1.090
227 H -1.1757 -8.9790 4.5086  C42 1.090
228 H 2.4057 2.5527 -1.5686  C63 1.090
229 H -3.2181 -2.4493 -5.4955  C50 1.090
230 H -6.3594 5.2157 -3.5317  C38 1.090
231 H -3.6949 -10.0122 4.4953  N26 1.010
232 H 5.5545 6.2242 5.4377  C79 1.090
233 H -0.7670 6.6624 -6.1283  C74 1.090
234 H -3.0960 -1.1422 -7.8936  C87 1.090
235 H -3.5195 0.2787 -4.4921  N25 1.010
236 H 2.3932 -4.6125 -6.4236  C40 1.090
237 H -1.6202 -10.1244 3.1971  C42 1.090
238 H -1.3380 9.3422 0.8678  C52 1.090
239 H -4.5481 -10.1235 3.2304  N26 1.010
240 H -0.2840 5.0250 -5.8714  C74 1.090
241 H 2.2535 -2.3355 -7.5906  C49 1.090
242 H -4.7743 -0.7412 -8.2249  C87 1.090
243 H 3.7007 -9.4548 -2.3580  C65 1.090
244 H 4.6422 9.1860 -0.0805  C43 1.090
245 H -6.4996 -4.1172 4.7712  C75 1.090
246 H -2.5929 0.3251 5.5730  C68 1.090
247 H 4.6649 -3.1959 0.3422  C71 1.090
248 H 1.9522 0.0201 -0.2657  C60 1.090
249 H -6.8136 -1.8637 -5.1166  C54 1.090
250 H -7.5233 -2.1916 1.6224  C73 1.090
251 H -2.9823 -8.2249 -0.8195  C45 1.090
252 H 3.3776 -0.7123 7.2343  C56 1.090
253 H -4.8264 -2.7752 -6.2595  C50 1.090
254 H 0.4654 -4.3272 -5.0302  N16 1.010
255 H -6.1718 -0.8665 -3.8161  C54 1.090

As for the gap between HOMO and LUMO: 9.0 eV. For the maximum force, the calculation gives 4.025 eV/A. The calculation puts the highest occupied orbital energy at -0.328 Ha. The value obtained for the molecular weight is 1337.07 g/mol. The net charge is 0. Its spin multiplicity is 1.